Formula: C41H39AsN3O4STa
Source: the OMol25 dataset
Level of theory: ωB97M-V/def2-TZVPD

Results
Total energy = -4742.0640 Eh
HOMO = -7.67 eV
ΔE to the lowest compared entry with this formula, charge and spin = 18.5 kJ/mol
Multiplicity = 1
Charge = 0
HOMO-LUMO gap = 7.23 eV
Lowest unoccupied orbital energy = -0.4 eV
Strongest force on any atom = 0.96 eV/A

XYZ file:
```
90
C41H39AsN3O4STa | the OMol25 dataset | ωB97M-V/def2-TZVPD
Ta 0.361 1.103 0.213
O 3.323 3.993 1.781
C 2.493 4.829 2.440
C 3.090 5.953 3.013
C 2.332 6.866 3.714
C 0.957 6.681 3.863
C 0.366 5.575 3.294
C 1.114 4.633 2.576
C 0.422 3.481 1.974
O 1.149 2.640 1.233
N -0.835 3.298 2.130
N -1.230 2.196 1.353
C -2.497 2.058 1.278
C -3.188 1.123 0.424
C -4.562 0.940 0.636
C -5.308 0.116 -0.175
C -4.668 -0.521 -1.243
C -3.322 -0.334 -1.483
C -2.556 0.488 -0.653
O -1.264 0.645 -0.921
H 2.809 3.239 1.439
H 4.158 6.077 2.891
H 2.814 7.731 4.153
H 0.362 7.397 4.413
H -0.698 5.407 3.388
H -3.091 2.730 1.893
H -5.029 1.460 1.466
H -6.365 -0.029 0.007
H -5.234 -1.174 -1.897
H -2.826 -0.832 -2.303
S 2.541 0.261 1.166
C 2.609 -1.508 1.063
C 3.319 -2.203 2.043
C 3.456 -3.580 1.968
C 2.901 -4.288 0.906
C 2.196 -3.604 -0.073
C 2.036 -2.226 0.018
As 1.120 -1.168 -1.316
C 2.510 -1.323 -2.668
C 2.393 -2.027 -3.859
C 3.484 -2.133 -4.718
C 4.694 -1.542 -4.390
C 4.822 -0.857 -3.187
C 3.738 -0.750 -2.329
C -0.293 -2.309 -1.960
C -0.760 -2.130 -3.260
C -1.814 -2.894 -3.743
C -2.427 -3.824 -2.915
C -1.985 -3.982 -1.609
C -0.921 -3.227 -1.128
H 3.760 -1.650 2.863
H 4.003 -4.104 2.741
H 3.022 -5.362 0.838
H 1.774 -4.147 -0.911
H 1.471 -2.521 -4.125
H 3.383 -2.689 -5.642
H 5.540 -1.627 -5.060
H 5.769 -0.412 -2.910
H 3.859 -0.247 -1.376
H -0.308 -1.388 -3.907
H -2.160 -2.755 -4.760
H -3.251 -4.422 -3.285
H -2.468 -4.700 -0.957
H -0.585 -3.349 -0.106
N -1.294 3.648 -3.109
C -0.468 3.065 -2.222
O -0.618 3.230 -1.011
C 0.657 2.206 -2.732
C 1.561 1.886 -1.548
H -2.086 4.167 -2.770
H -1.200 3.479 -4.094
H 1.172 2.737 -3.541
H 0.218 1.306 -3.176
H 1.954 2.828 -1.156
H 2.408 1.292 -1.865
C -2.573 -1.203 3.883
C -2.059 -2.093 2.744
C -3.247 -2.560 1.893
C -1.309 -3.301 3.322
C -1.135 -1.308 1.909
C -0.370 -0.663 1.219
H -3.258 -1.771 4.516
H -3.107 -0.339 3.482
H -1.747 -0.840 4.496
H -3.946 -3.126 2.515
H -2.913 -3.200 1.076
H -3.774 -1.708 1.459
H -1.971 -3.868 3.983
H -0.436 -2.980 3.891
H -0.966 -3.964 2.524
```

List of Mulliken charges in e, atom by atom: number 1, Ta, carries 0.6064; number 2, O, carries -0.7502; number 3, C, carries 0.5525; number 4, C, carries -0.6924; number 5, C, carries -0.3236; number 6, C, carries -0.7643; number 7, C, carries -0.6842; number 8, C, carries 0.1234; number 9, C, carries 1.1712; number 10, O, carries -0.9654; number 11, N, carries -1.1460; number 12, N, carries 0.7212; number 13, C, carries -0.7347; number 14, C, carries 0.9215; number 15, C, carries -0.5662; number 16, C, carries -1.0864; number 17, C, carries -0.5850; number 18, C, carries -0.9713; number 19, C, carries 0.2554; number 20, O, carries 0.7591; number 21, H, carries 0.4746; number 22, H, carries 0.4521; number 23, H, carries 0.3783; number 24, H, carries 0.4003; number 25, H, carries 0.4460; number 26, H, carries 0.4748; number 27, H, carries 0.3964; number 28, H, carries 0.3958; number 29, H, carries 0.4690; number 30, H, carries 0.4776; number 31, S, carries -0.6061; number 32, C, carries 1.1896; number 33, C, carries -0.6911; number 34, C, carries -0.7254; number 35, C, carries -0.8922; number 36, C, carries -0.4662; number 37, C, carries -0.4923; number 38, As, carries 1.5421; number 39, C, carries 1.0422; number 40, C, carries -0.6730; number 41, C, carries -0.7949; number 42, C, carries -0.6068; number 43, C, carries -0.9064; number 44, C, carries -0.6390; number 45, C, carries 0.8686; number 46, C, carries -0.8752; number 47, C, carries -0.8977; number 48, C, carries -0.6920; number 49, C, carries -0.8140; number 50, C, carries -1.0197; number 51, H, carries 0.4799; number 52, H, carries 0.4011; number 53, H, carries 0.4221; number 54, H, carries 0.4494; number 55, H, carries 0.5091; number 56, H, carries 0.4323; number 57, H, carries 0.3840; number 58, H, carries 0.4123; number 59, H, carries 0.2881; number 60, H, carries 0.2700; number 61, H, carries 0.4063; number 62, H, carries 0.4024; number 63, H, carries 0.4724; number 64, H, carries 0.6159; number 65, N, carries -0.4135; number 66, C, carries 0.4757; number 67, O, carries -0.5246; number 68, C, carries -0.4260; number 69, C, carries -1.3472; number 70, H, carries 0.2617; number 71, H, carries 0.1906; number 72, H, carries 0.6760; number 73, H, carries 0.1132; number 74, H, carries 0.7017; number 75, H, carries 0.2958; number 76, C, carries -1.6304; number 77, C, carries 2.1328; number 78, C, carries -1.0477; number 79, C, carries -1.7097; number 80, C, carries 0.2441; number 81, C, carries 0.3377; number 82, H, carries 0.4396; number 83, H, carries 0.2336; number 84, H, carries 0.3677; number 85, H, carries 0.5112; number 86, H, carries -0.0101; number 87, H, carries 0.0670; number 88, H, carries 0.4192; number 89, H, carries 0.3487; number 90, H, carries 0.2913



Formula: C16H27N7O10V
Source: the OMol25 dataset
Level of theory: ωB97M-V/def2-TZVPD

Results
Total energy = -2704.8145 Eh
HOMO = -10.51 eV
Multiplicity = 1
Charge = +1
HOMO-LUMO gap = 1.41 eV
Lowest unoccupied orbital energy = -9.1 eV
Strongest force on any atom = 3.44 eV/A

XYZ file:
```
61
C16H27N7O10V | the OMol25 dataset | ωB97M-V/def2-TZVPD
N -2.887 -1.820 1.235
C -1.877 -0.931 1.394
N -0.537 -1.348 1.573
C 0.039 -2.287 0.603
C -0.658 -2.967 -0.472
C 0.115 -3.882 -1.292
N 1.432 -4.152 -1.194
C 2.061 -3.497 -0.188
C 1.474 -2.581 0.763
C 0.325 -0.112 1.351
C -0.642 0.975 1.883
C -0.089 2.396 1.445
C 1.362 2.345 0.791
C 1.818 3.826 0.473
O 1.178 4.790 0.740
O 3.039 3.911 -0.183
N -1.970 0.471 1.486
C -2.757 1.181 0.445
C -4.303 0.763 0.427
C -4.756 0.134 -0.914
O -5.884 -0.286 -0.983
O -3.969 0.066 -2.034
H -3.307 -1.865 0.308
H -3.178 -2.422 2.002
H -1.730 -2.790 -0.652
H -0.449 -4.419 -2.094
H 3.156 -3.685 -0.078
H 2.062 -2.113 1.579
H 1.233 -0.079 1.986
H 0.427 -0.102 0.243
H -0.700 0.916 3.025
H 0.060 3.014 2.393
H -0.716 2.981 0.736
H 2.119 1.916 1.493
H 1.344 1.825 -0.203
H 3.213 3.031 -0.563
H -2.767 2.280 0.662
H -2.260 0.984 -0.541
H -4.487 0.102 1.302
H -4.922 1.686 0.568
H -4.549 0.134 -2.819
C 2.022 -4.342 -5.954
O 2.594 -3.974 -6.962
N 1.206 -5.434 -5.929
N 2.148 -3.693 -4.759
H 0.726 -5.754 -5.109
H 1.089 -5.938 -6.790
H 2.743 -2.884 -4.740
H 1.687 -3.977 -3.915
O -8.571 -1.702 -1.153
H -7.744 -1.300 -0.854
C 5.946 4.874 1.701
N 5.897 3.661 2.562
O 6.292 3.766 3.703
O 5.458 2.643 2.052
H 6.353 5.699 2.278
H 6.583 4.647 0.850
H 4.927 5.089 1.385
O -3.663 3.791 5.642
V -2.143 3.412 4.982
O -0.613 3.029 4.316
```

List of Mulliken charges in e, atom by atom: number 1, N, carries -0.1522; number 2, C, carries -0.2804; number 3, N, carries 0.1252; number 4, C, carries 0.8015; number 5, C, carries -0.4020; number 6, C, carries -0.2571; number 7, N, carries -0.5165; number 8, C, carries -0.4228; number 9, C, carries -0.2860; number 10, C, carries -1.3395; number 11, C, carries 0.3591; number 12, C, carries -0.8931; number 13, C, carries -0.7728; number 14, C, carries 0.6216; number 15, O, carries -0.5041; number 16, O, carries -0.4737; number 17, N, carries 0.2728; number 18, C, carries -0.3932; number 19, C, carries -0.9532; number 20, C, carries 0.4435; number 21, O, carries -0.5581; number 22, O, carries -0.4411; number 23, H, carries 0.2016; number 24, H, carries 0.2358; number 25, H, carries 0.1755; number 26, H, carries 0.3155; number 27, H, carries 0.3334; number 28, H, carries 0.4095; number 29, H, carries 0.5650; number 30, H, carries 0.5179; number 31, H, carries 0.4600; number 32, H, carries 0.2874; number 33, H, carries 0.3659; number 34, H, carries 0.3205; number 35, H, carries 0.4676; number 36, H, carries 0.3515; number 37, H, carries 0.3664; number 38, H, carries 0.4276; number 39, H, carries 0.4324; number 40, H, carries 0.4695; number 41, H, carries 0.3658; number 42, C, carries 0.4997; number 43, O, carries -0.6216; number 44, N, carries -0.3273; number 45, N, carries -0.3190; number 46, H, carries 0.1512; number 47, H, carries 0.2080; number 48, H, carries 0.1827; number 49, H, carries 0.2107; number 50, O, carries -0.3510; number 51, H, carries 0.4086; number 52, C, carries -0.6125; number 53, N, carries 0.8497; number 54, O, carries -0.5079; number 55, O, carries -0.5255; number 56, H, carries 0.3224; number 57, H, carries 0.2681; number 58, H, carries 0.1942; number 59, O, carries -0.7542; number 60, V, carries 1.6459; number 61, O, carries -0.9684